No. 1
Density functional theory data (ωB97M-V/def2-TZVPD) for a 4-piece molecular cluster, CH8O4 overall in a non-equilibrium geometry.

XYZ file:
```
13
Properties=species:S:1:pos:R:3
O 3.175 0.991 -1.551
C 2.440 1.156 -0.645
H 2.230 0.429 0.181
H 1.820 2.083 -0.533
H -1.179 -1.945 2.318
H -2.063 -1.319 1.233
O -1.149 -1.568 1.431
H -1.034 0.341 0.714
H -0.833 1.438 -0.220
O -1.391 1.229 0.542
H -0.734 -1.175 -0.386
H -0.961 -0.850 -1.901
O -0.322 -0.810 -1.182
```

Energy relative to the best compared isomer or geometry (same formula, charge and spin) = 0.0 kJ/mol
Total charge = +1
E = -9345.3526 eV
<S²> = 0.76
2S+1 = 2
F_max = 1.02 eV/Å
HOMO-LUMO gap (alpha / beta) = 7.5 / 3.9 eV



No. 2
Density functional theory data (ωB97M-V/def2-TZVPD) for one molecule with the formula C3H6N2S2 in a non-equilibrium geometry.

XYZ file:
```
13
Properties=species:S:1:pos:R:3
C 1.783 0.066 -1.682
C 0.094 1.040 -0.274
C -0.217 -0.292 0.426
H 1.719 -0.770 -0.935
H 1.483 -0.248 -2.698
H 2.803 0.446 -1.865
H -0.353 2.968 -0.185
H -0.935 2.060 1.075
H -1.273 -0.733 -1.654
N 0.985 1.167 -1.200
N -0.748 2.067 0.079
S -1.192 -1.406 -0.484
S 0.250 -0.546 1.939
```

Energy relative to the best compared isomer or geometry (same formula, charge and spin) = 95.5 kJ/mol
Total charge = 0
E = -27858.1066 eV
F_max = 2.67 eV/Å
HOMO-LUMO gap = 8.4 eV



No. 3
Density functional theory data (ωB97M-V/def2-TZVPD) for C13H12N4O2PdS as an isolated structure.

XYZ file:
```
33
Properties=species:S:1:pos:R:3
Pd 0.289 -0.056 0.150
O 0.056 0.391 -1.891
N -0.777 1.347 -2.225
C -0.817 1.714 -3.513
C -1.689 2.706 -3.926
C -2.534 3.337 -3.015
C -2.485 2.959 -1.695
C -1.593 1.949 -1.283
S -1.504 1.478 0.330
H -0.134 1.184 -4.161
H -1.693 2.978 -4.973
H -3.213 4.114 -3.339
H -3.113 3.421 -0.945
C -0.153 -3.971 -0.425
C 0.242 -3.509 0.978
C -0.830 -2.487 1.267
O -0.982 -1.756 -0.002
C -0.648 -2.698 -1.104
H -0.957 -4.702 -0.362
H 0.671 -4.423 -0.973
H 1.232 -3.043 0.976
H 0.253 -4.315 1.708
H -0.612 -1.754 2.048
H -1.793 -2.946 1.491
H 0.103 -2.214 -1.725
H -1.559 -2.830 -1.682
N 2.230 0.142 1.207
C 3.237 0.254 1.745
C 4.489 0.393 2.415
C 5.567 -0.400 1.995
N 6.435 -1.074 1.636
C 4.592 1.319 3.463
N 4.678 2.085 4.325
```

Energy relative to the best compared isomer or geometry (same formula, charge and spin) = 0.0 kJ/mol
Total charge = +2
E = -38023.1762 eV
<S²> = 6.07
2S+1 = 5
F_max = 0.35 eV/Å
HOMO-LUMO gap (alpha / beta) = 9.2 / 6.3 eV



No. 4
Density functional theory data (ωB97M-V/def2-TZVPD) for C5H8O as an isolated structure.

XYZ file:
```
14
Properties=species:S:1:pos:R:3
C -0.526 1.157 -0.731
C -0.041 -0.020 0.106
C 0.137 -1.299 -0.683
O -1.009 -0.293 1.101
C 1.711 0.618 0.339
C 1.341 0.121 1.426
H -0.532 2.076 -0.137
H 0.111 1.325 -1.600
H -1.551 0.932 -1.054
H 0.435 -2.113 -0.017
H 0.903 -1.171 -1.451
H -0.818 -1.560 -1.152
H -1.289 0.554 1.477
H 1.129 -0.328 2.377
```

Energy relative to the best compared isomer or geometry (same formula, charge and spin) = 444.5 kJ/mol
Total charge = 0
E = -7357.6483 eV
F_max = 0.65 eV/Å
HOMO-LUMO gap = 10.8 eV



No. 5
Density functional theory data (ωB97M-V/def2-TZVPD) for one molecule with the formula C2H5N in a non-equilibrium geometry.

XYZ file:
```
8
Properties=species:S:1:pos:R:3
C 0.277 -1.125 -0.866
C -0.002 0.944 0.214
N 0.796 -0.167 -0.159
H 0.982 -1.927 -1.199
H -0.774 -1.142 -1.223
H -0.833 0.939 -0.495
H 0.440 1.898 0.134
H -0.275 0.894 1.231
```

Energy relative to the best compared isomer or geometry (same formula, charge and spin) = 61.3 kJ/mol
Total charge = 0
E = -3643.8785 eV
F_max = 2.92 eV/Å
HOMO-LUMO gap = 10.8 eV



No. 6
Density functional theory data (ωB97M-V/def2-TZVPD) for one molecule with the formula C3H11N3 in a non-equilibrium geometry.

XYZ file:
```
17
Properties=species:S:1:pos:R:3
C 1.316 -0.177 0.603
C -0.134 0.291 0.502
C -1.062 -0.770 -0.174
H 1.594 -1.084 -1.225
H 2.946 -0.440 -0.503
H 1.376 -1.018 1.383
H 1.873 0.593 1.083
H -0.549 0.550 1.472
H 0.211 2.290 0.047
H 0.215 1.269 -1.183
H -0.823 -1.020 -1.284
H -1.016 -1.806 0.253
H -2.861 -0.307 0.756
H -2.330 0.711 -0.496
N 1.988 -0.300 -0.664
N -0.299 1.501 -0.333
N -2.445 -0.283 -0.237
```

Energy relative to the best compared isomer or geometry (same formula, charge and spin) = 91.4 kJ/mol
Total charge = 0
E = -7759.1362 eV
F_max = 2.67 eV/Å
HOMO-LUMO gap = 10.0 eV